[1]
A molecular structure, C13H28Br3N3O6V at a distorted geometry. Source: OMol25; level of theory: ωB97M-V/def2-TZVPD.

Each line ends with the Löwdin charge.
Element x y z (Å)
O: -0.728 -1.562 0.818  -0.280
V: -0.106 -1.016 -0.512  0.755
C: 1.179 -4.734 -1.566  0.016
C: 0.666 -3.372 -1.239  -0.675
O: -0.495 -3.012 -1.569  -0.050
O: 1.381 -2.566 -0.559  -0.108
H: 2.041 -4.977 -0.955  0.082
H: 1.423 -4.772 -2.628  0.090
H: 0.388 -5.462 -1.387  0.088
Br: 1.060 0.353 -2.424  -0.002
C: 2.556 -0.244 1.773  -0.307
O: 1.536 -0.187 1.107  -0.069
N: 3.736 0.286 1.436  -0.170
C: 4.866 0.187 2.320  -0.053
C: 3.933 0.879 0.138  -0.040
H: 2.547 -0.766 2.735  0.073
H: 5.336 1.166 2.450  0.090
H: 5.648 -0.470 1.914  0.096
H: 4.597 -0.213 3.294  0.086
H: 3.009 1.339 -0.208  0.053
H: 4.734 1.614 0.185  0.088
H: 4.200 0.128 -0.613  0.101
C: -2.430 -0.877 -2.675  -0.302
O: -2.140 -0.809 -1.485  -0.080
N: -2.646 0.167 -3.472  -0.172
C: -2.915 0.011 -4.886  -0.039
C: -2.508 1.512 -2.990  -0.049
H: -2.530 -1.839 -3.198  0.152
H: -2.117 0.492 -5.464  0.097
H: -3.847 0.513 -5.149  0.092
H: -2.915 -1.036 -5.174  0.090
H: -3.471 2.035 -3.036  0.099
H: -2.144 1.504 -1.972  0.057
H: -1.811 2.061 -3.629  0.093
C: -0.838 2.187 0.151  -0.313
O: -0.962 0.989 0.357  -0.074
N: -1.703 3.116 0.585  -0.185
C: -1.601 4.492 0.180  -0.052
C: -2.855 2.747 1.375  -0.028
H: 0.009 2.609 -0.407  0.130
H: -2.551 4.823 -0.244  0.092
H: -0.812 4.605 -0.562  0.091
H: -1.374 5.135 1.034  0.093
H: -2.760 1.717 1.703  0.091
H: -2.922 3.393 2.253  0.094
H: -3.774 2.850 0.791  0.096
Br: 1.037 -3.704 3.214  0.664
C: -0.321 -2.576 3.978  -0.699
C: 0.044 -1.134 3.821  -0.691
Br: 1.344 -0.581 5.168  0.628
H: -0.456 -2.838 5.021  0.047
H: -1.237 -2.763 3.423  0.061
H: -0.803 -0.462 3.925  0.067
H: 0.498 -0.938 2.854  -0.010

The value obtained for the gap between HOMO and LUMO (alpha / beta) is 9.0307 / 9.1761 eV. As for the spin multiplicity: 2. The energy above the lowest of the compared OMol25 structures with the same formula, charge and spin comes out at 0.0 kJ/mol. For the total energy, the calculation gives -9794.03775 hartree. The calculation puts the HOMO energy (alpha / beta) at -8.57 / -8.71 eV.

=====

[2]
3 unconnected molecules or ions with the total composition C15H12N3O11. Source: OMol25; level of theory: ωB97M-V/def2-TZVPD.

Each line ends with the Löwdin charge.
Element x y z (Å)
N: -3.951 -0.620 4.895  0.144
C: -3.080 -1.333 4.641  -0.372
O: -2.073 -2.098 4.408  -0.024
N: -0.825 -1.389 4.692  0.067
C: -0.154 -1.154 3.404  -0.361
N: 1.230 -0.832 3.713  0.059
C: -0.792 -0.039 2.536  -0.698
O: -1.469 -0.436 1.563  -0.052
O: -0.484 1.127 2.848  -0.051
H: -0.261 -2.098 5.156  0.112
H: -0.168 -2.077 2.817  0.136
H: 1.230 0.178 3.861  0.060
H: 1.671 -0.994 2.813  0.037
C: -2.048 -1.510 -1.549  0.089
C: -3.241 -1.647 -2.141  -0.231
C: -3.534 -1.078 -3.504  -0.318
O: -4.645 -1.273 -3.972  0.085
C: -2.494 -0.333 -4.186  0.064
C: -1.300 -0.190 -3.596  -0.230
C: -0.997 -0.785 -2.239  -0.283
O: 0.132 -0.616 -1.817  0.107
O: -0.286 0.472 -4.137  0.108
O: -4.265 -2.293 -1.590  0.111
H: -1.827 -1.902 -0.564  0.129
H: -2.719 0.085 -5.157  0.129
H: 0.444 0.410 -3.486  0.101
H: -4.995 -2.233 -2.235  0.111
C: 2.762 0.476 -1.189  0.060
C: 2.905 1.589 -1.914  -0.238
C: 3.096 2.943 -1.282  -0.319
O: 3.240 3.891 -2.040  0.084
C: 3.093 3.041 0.159  0.071
C: 2.937 1.929 0.897  -0.219
C: 2.779 0.567 0.261  -0.283
O: 2.667 -0.395 0.993  0.110
O: 2.917 1.935 2.215  0.132
O: 2.893 1.607 -3.247  0.095
H: 2.620 -0.499 -1.632  0.127
H: 3.210 4.019 0.602  0.133
H: 2.765 1.012 2.499  0.104
H: 3.017 2.545 -3.494  0.114

The value obtained for the gap between HOMO and LUMO is 5.7788 eV. As for the spin multiplicity: 1. As for the charge: -1. For the total energy, the calculation gives -1570.70794 hartree. The calculation puts the HOMO energy at -5.00 eV.

=====

[3]
2 unconnected molecules or ions with the total composition CH8N2 at a distorted geometry. Source: OMol25; level of theory: ωB97M-V/def2-TZVPD.

Each line ends with the Löwdin charge.
Element x y z (Å)
C: 1.055 0.092 0.457  -0.192
N: 1.629 1.061 -0.528  -0.092
H: 1.351 0.402 1.440  0.058
H: 1.301 -0.927 0.181  0.056
H: -0.028 0.110 0.355  0.016
H: 2.589 1.361 -0.271  0.058
H: 1.477 0.702 -1.483  0.058
N: -2.128 -0.617 -0.201  0.022
H: -2.906 -1.018 -0.748  0.031
H: -2.506 0.123 0.439  0.050
H: -1.834 -1.290 0.360  -0.067

The value obtained for the gap between HOMO and LUMO is 9.7626 eV. As for the spin multiplicity: 1. The energy above the lowest of the compared OMol25 structures with the same formula, charge and spin comes out at 47.0 kJ/mol. For the total energy, the calculation gives -152.37178 hartree. The calculation puts the HOMO energy at -8.64 eV. The SMILES is CN.N.

=====

[4]
A molecular structure, C16H32ClEuIOP3 at a distorted geometry. Source: OMol25; level of theory: ωB97M-V/def2-TZVPD.

Each line ends with the Löwdin charge.
Element x y z (Å)
C: 0.007 0.842 -7.829  -0.096
C: 0.011 1.411 -6.437  -0.783
H: 0.010 1.658 -8.555  0.099
H: -0.878 0.211 -7.953  0.087
H: 0.886 0.204 -7.955  0.087
O: 0.020 2.550 -6.109  0.050
I: -0.002 -0.215 -4.895  0.673
Eu: 0.000 0.000 0.000  0.885
P: 2.312 -0.131 -0.092  0.601
C: 3.274 1.072 0.899  -0.231
C: 2.978 -1.752 0.441  -0.231
H: 4.064 -1.799 0.302  0.078
H: 4.079 -0.090 -1.789  0.075
H: 2.490 -2.530 -0.151  0.041
H: 2.506 -0.665 -2.431  0.008
H: 3.009 0.966 1.955  0.025
H: 2.736 -1.912 1.495  0.025
C: 2.995 0.066 -1.781  -0.235
H: 4.351 0.911 0.777  0.075
H: 2.765 1.069 -2.147  0.057
H: 3.020 2.087 0.583  0.061
P: -2.314 -0.097 -0.090  0.567
C: -3.258 1.122 0.901  -0.240
C: -2.996 0.106 -1.778  -0.242
H: -2.528 -2.493 -0.145  0.032
H: -4.090 -1.737 0.311  0.075
H: -2.761 -1.869 1.501  0.039
C: -3.004 -1.707 0.448  -0.229
H: -2.516 -0.630 -2.427  0.007
H: -4.082 -0.035 -1.786  0.074
H: -4.336 0.979 0.778  0.072
H: -2.987 2.133 0.584  0.056
H: -2.753 1.107 -2.146  0.055
H: -2.994 1.013 1.956  -0.001
Cl: -0.015 -1.845 -1.513  0.023
C: 0.604 1.364 2.982  -0.272
P: -0.500 -0.075 2.801  0.825
C: 0.522 -1.535 2.632  -0.288
C: -0.892 0.014 4.570  -0.396
C: -2.223 0.188 4.976  -0.089
C: -2.543 0.256 6.337  -0.048
C: -1.538 0.146 7.302  -0.042
C: -0.212 -0.039 6.910  -0.046
C: 0.111 -0.110 5.554  -0.089
H: 0.942 1.655 1.974  -0.018
H: 1.470 1.183 3.646  0.067
H: 0.021 2.232 3.355  0.089
H: 1.464 -1.426 3.205  0.073
H: -0.042 -2.400 3.038  0.094
H: 0.633 -1.740 1.558  -0.037
H: -3.013 0.274 4.242  0.089
H: -3.570 0.394 6.645  0.116
H: -1.785 0.199 8.355  0.119
H: 0.567 -0.131 7.656  0.118
H: 1.146 -0.265 5.284  0.097

The value obtained for the gap between HOMO and LUMO (alpha / beta) is 6.1905 / 7.4465 eV. As for the spin multiplicity: 7. As for the charge: +2. For the total energy, the calculation gives -3195.69885 hartree. The calculation puts the HOMO energy (alpha / beta) at -14.12 / -14.12 eV.

=====

What is the spin multiplicity in the fourth record?
7